[1]
ORCA calculation (ωB97M-V with the def2-TZVPD basis set) on a gas-phase ion, C3H6N3S (charge +1) in a non-equilibrium geometry.

```
13
Properties=species:S:1:pos:R:3:mulliken_charge:R:1
S 0.7681 -1.4768 0.8625 0.103
N -0.5552 -0.3408 0.2604 -0.096
N 2.1100 0.7640 0.0852 -0.525
N 0.9524 1.4875 0.0625 0.179
C 2.1101 -0.4640 0.3449 -0.020
C -1.7917 -0.8645 -0.2002 -0.885
C -0.2978 0.9595 0.0134 0.036
H -1.1009 1.4441 -0.3899 0.462
H -2.6154 -0.2665 0.1282 0.377
H 1.1337 2.4546 -0.1255 0.274
H -1.9006 -1.8834 0.0633 0.262
H -1.8803 -0.7810 -1.2306 0.448
H 3.0675 -1.0327 0.1258 0.385
```

Results
Net charge: +1
ΔE to the lowest compared entry with this formula, charge and spin, eV: 2.137
HOMO level, eV: -13.58
SMILES: C[N+]1=CNN=CS1
E, a.u.: -680.03243

***

[2]
ORCA calculation (ωB97M-V with the def2-TZVPD basis set) on a single C3H5F2N molecule in a non-equilibrium geometry.

```
11
Properties=species:S:1:pos:R:3:mulliken_charge:R:1
F 1.7295 -0.9376 0.4521 -0.333
F 1.4792 1.0650 -0.5120 -0.306
N -1.2577 -0.1014 0.0175 -0.469
C 0.8245 0.0134 0.0576 1.179
C -0.2011 -0.6292 -0.8201 -0.702
C -0.2658 0.4348 1.0005 -0.755
H -1.7232 0.7025 -0.4361 0.284
H -0.1968 -1.7416 -0.9378 0.252
H -0.1064 -0.1769 -1.8243 0.255
H -0.2782 -0.1521 1.9145 0.280
H -0.0040 1.5231 1.0881 0.315
```

Results
Net charge: 0
ΔE to the lowest compared entry with this formula, charge and spin, eV: 0.533
HOMO level, eV: -9.87
SMILES: FC1(F)CNC1
E, a.u.: -371.74879

***

[3]
ORCA calculation (ωB97M-V with the def2-TZVPD basis set) on a molecular structure, C3H6IrO3 in a non-equilibrium geometry.

```
13
Properties=species:S:1:pos:R:3:mulliken_charge:R:1
Ir -0.0832 1.6494 0.7789 1.295
O 0.5243 -0.1786 0.2577 -0.354
O -2.9419 0.0159 0.2595 -0.343
O -0.2514 2.7635 -0.6462 -0.664
C 1.6931 -0.9432 0.0351 -0.572
C -1.7509 0.2781 0.3082 -0.347
C -0.7231 -0.8378 0.0486 0.040
H 2.5480 -0.2895 0.2379 0.260
H -0.8345 -1.6788 0.7539 0.367
H -0.7914 -1.2054 -0.9898 0.351
H -0.8291 3.5196 -0.7478 0.371
H 1.7105 -1.8087 0.7136 0.302
H 1.7296 -1.2846 -1.0096 0.294
```

Results
Net charge: +1
2S+1: 5
⟨S²⟩: 6.02
HOMO level (alpha / beta), eV: -12.55 / -14.08
E, a.u.: -447.43807